P | The following is a DFT calculation (wB97M-V/def2-TZVPD) of a single C3H4O3 molecule.

Atoms and positions in Å:
O -2.804 -0.361 -0.035
C -1.656 -0.074 0.085
C -0.539 0.897 0.079
C -0.307 -0.617 0.015
O 0.122 -1.113 -1.234
O 0.387 -0.954 1.145
H -0.274 1.537 -0.754
H -0.216 1.191 1.050
H 1.081 -1.046 -1.128
H 0.531 -1.927 1.184

Properties
orbital gap	9.83	eV
SMILES string	O=C1CC1(O)O
net charge	0
LUMO level	0.4	eV

Mulliken charges in e:
1. O -0.46
2. C 0.39
3. C -0.70
4. C 0.57
5. O -0.48
6. O -0.51
7. H 0.27
8. H 0.28
9. H 0.34
10. H 0.30


Q | The following is a DFT calculation (wB97M-V/def2-TZVPD) of a single C3H4O3 molecule.

Atoms and positions in Å:
O -2.031 0.104 -1.122
C -1.152 0.135 -0.278
O -1.052 -0.548 0.893
C 0.380 -0.397 1.033
C 0.331 0.624 -0.246
O 1.026 0.315 -1.391
H 0.563 -0.038 2.028
H 0.865 -1.363 0.784
H 0.458 1.631 0.078
H 0.613 -0.464 -1.778

Properties
orbital gap	11.30	eV
SMILES string	O=C1OC[C@H]1O
net charge	0
LUMO level	0.7	eV

Mulliken charges in e:
1. O -0.55
2. C 0.49
3. O -0.32
4. C -0.31
5. C 0.01
6. O -0.51
7. H 0.27
8. H 0.21
9. H 0.37
10. H 0.33


R | The following is a DFT calculation (wB97M-V/def2-TZVPD) of a single C3H4O3 molecule.

Atoms and positions in Å:
O 0.179 -1.479 -1.622
C -0.299 -0.705 -0.605
C 0.278 0.572 -0.220
O -0.927 0.549 -0.911
C -0.426 0.352 1.984
O 0.266 1.054 1.122
H 0.893 -1.018 -2.082
H -0.836 -1.285 0.137
H 1.121 1.039 -0.729
H -0.248 0.919 2.927

Properties
orbital gap	9.51	eV
net charge	0
LUMO level	0.4	eV

Mulliken charges in e:
1. O -0.48
2. C 0.04
3. C 0.10
4. O -0.39
5. C -0.34
6. O -0.23
7. H 0.31
8. H 0.45
9. H 0.35
10. H 0.19


Which of them is most stable? Easy: Q.


P | The following is a DFT calculation (wB97M-V/def2-TZVPD) of a single C3H4O3 molecule.

Atoms and positions in Å:
C -1.635 0.570 -0.277
C -0.197 0.881 0.272
C 0.690 -0.308 0.091
O -2.135 -0.616 -0.248
O 1.807 0.097 -0.591
O 0.353 -1.491 0.352
H 0.225 1.635 -0.380
H -0.085 1.200 1.204
H 2.455 -0.615 -0.573
H -1.478 -1.353 0.151

Properties
orbital gap	8.72	eV
net charge	0
LUMO level	0.5	eV

Mulliken charges in e:
1. C -0.34
2. C -0.39
3. C 0.61
4. O -0.20
5. O -0.42
6. O -0.67
7. H 0.31
8. H 0.39
9. H 0.36
10. H 0.36


Q | The following is a DFT calculation (wB97M-V/def2-TZVPD) of C3H4O3 as an isolated structure.

Atoms and positions in Å:
O -0.520 -1.662 -0.596
C -0.166 -1.349 0.611
C -0.139 0.115 0.948
O -0.596 0.934 -0.122
C 0.304 1.185 -1.087
O 1.453 0.833 -1.079
H -0.231 -2.510 0.162
H -0.815 0.293 1.789
H 0.882 0.376 1.248
H -0.172 1.786 -1.874

Properties
orbital gap	9.93	eV
net charge	0
LUMO level	0.7	eV

Mulliken charges in e:
1. O -0.31
2. C -0.49
3. C -0.30
4. O -0.33
5. C 0.19
6. O -0.49
7. H 0.70
8. H 0.33
9. H 0.33
10. H 0.37


R | The following is a DFT calculation (wB97M-V/def2-TZVPD) of a single C3H4O3 molecule.

Atoms and positions in Å:
O 0.431 1.624 0.282
C -0.632 1.327 -0.241
C -0.971 -0.148 -0.231
O -2.178 -0.484 0.098
C 0.350 -1.004 0.099
O 1.725 -0.395 -0.238
H -1.351 1.953 -0.789
H 0.183 -1.158 1.148
H 0.492 -2.081 -0.440
H 1.951 0.366 0.312

Properties
orbital gap	8.82	eV
SMILES string	O=CC(=O)CO
net charge	0
LUMO level	-1.1	eV

Mulliken charges in e:
1. O -0.47
2. C 0.12
3. C 0.40
4. O -0.51
5. C -0.25
6. O -0.52
7. H 0.35
8. H 0.25
9. H 0.28
10. H 0.34


S | The following is a DFT calculation (wB97M-V/def2-TZVPD) of a 2-piece molecular cluster, C3H4O3 overall.

Atoms and positions in Å:
C -2.157 1.045 0.953
C -1.395 0.096 0.941
C 0.695 -0.372 -0.381
O 1.296 -1.040 0.586
O 1.100 0.909 -0.591
O 0.327 -1.190 -1.421
H -2.738 1.913 1.190
H 2.212 -0.718 0.851
H 0.451 1.416 -1.182
H 0.208 -2.060 -0.946

Properties
orbital gap	8.20	eV
net charge	0
LUMO level	-0.4	eV

Mulliken charges in e:
1. C -0.17
2. C -0.65
3. C 0.59
4. O -0.39
5. O -0.42
6. O -0.41
7. H 0.36
8. H 0.33
9. H 0.40
10. H 0.36


Which of them is most stable? Easy: R.


P | The following is a DFT calculation (wB97M-V/def2-TZVPD) of a 2-piece molecular cluster, C2H8N2 overall.

Atoms and positions in Å:
C -2.279 -0.587 1.191
C -1.309 -0.110 0.421
N -0.047 0.267 0.814
H -2.163 -0.870 2.228
H -3.234 -0.906 0.809
H -1.430 0.077 -0.641
H 0.373 0.001 1.693
H 0.596 0.554 0.096
N 2.227 0.362 -1.476
H 2.197 -0.483 -2.023
H 3.141 0.541 -1.091
H 1.926 1.154 -2.021

Properties
orbital gap	8.53	eV
SMILES string	C=CN.N
net charge	0
LUMO level	0.9	eV

Mulliken charges in e:
1. C -0.86
2. C 0.18
3. N -0.42
4. H 0.22
5. H 0.24
6. H 0.23
7. H 0.17
8. H 0.28
9. N -0.71
10. H 0.22
11. H 0.22
12. H 0.24


Q | The following is a DFT calculation (wB97M-V/def2-TZVPD) of a 2-piece molecular cluster, C2H8N2 overall.

Atoms and positions in Å:
H -2.254 0.173 0.492
N -1.831 -0.731 0.374
C -0.658 -0.971 0.749
N 0.234 -1.812 0.123
H -0.071 -0.225 1.298
H 1.120 -2.004 0.553
H 0.134 -2.129 -0.821
C 0.708 1.514 -0.550
H 0.164 2.027 0.253
H -0.155 1.265 -1.181
H 1.282 0.681 -0.178
H 1.326 2.213 -1.112

Properties
orbital gap	9.98	eV
SMILES string	[H]/N=C/N.C
net charge	0
LUMO level	0.9	eV

Mulliken charges in e:
1. H 0.25
2. N -0.68
3. C 0.10
4. N -0.46
5. H 0.35
6. H 0.22
7. H 0.21
8. C -1.05
9. H 0.28
10. H 0.30
11. H 0.20
12. H 0.30


R | The following is a DFT calculation (wB97M-V/def2-TZVPD) of a 2-piece molecular cluster, C2H8N2 overall.

Atoms and positions in Å:
C -1.791 -1.306 1.114
N -2.850 -1.946 0.781
H -1.454 -1.389 2.146
H -1.179 -0.592 0.570
H -3.169 -1.686 -0.194
C 1.753 1.517 -1.432
N 2.263 1.312 -0.103
H 1.048 0.680 -1.707
H 2.417 1.695 -2.312
H 0.968 2.296 -1.591
H 3.091 1.889 -0.131
H 2.575 0.370 0.081

Properties
orbital gap	10.53	eV
SMILES string	C=N.CN
net charge	0
LUMO level	0.9	eV

Mulliken charges in e:
1. C -0.15
2. N -0.48
3. H 0.24
4. H 0.16
5. H 0.24
6. C -0.74
7. N -0.53
8. H 0.25
9. H 0.28
10. H 0.26
11. H 0.23
12. H 0.24


Which of them is most stable? Easy: P.


P | The following is a DFT calculation (wB97M-V/def2-TZVPD) of a single C2H8N2 molecule.

Atoms and positions in Å:
N 0.794 -1.712 0.340
C -0.173 -0.628 0.411
C 0.050 0.548 -0.606
N -0.927 1.630 -0.380
H 0.326 -2.572 0.725
H 1.785 -1.616 0.702
H -1.244 -1.048 0.427
H -0.151 -0.135 1.413
H -0.167 0.166 -1.581
H 1.083 1.022 -0.692
H -0.872 2.225 -1.224
H -0.505 2.120 0.465

Properties
orbital gap	10.08	eV
SMILES string	NCCN
net charge	0
LUMO level	1.2	eV

Mulliken charges in e:
1. N -0.56
2. C -0.25
3. C -0.52
4. N -0.62
5. H 0.23
6. H 0.20
7. H 0.29
8. H 0.18
9. H 0.31
10. H 0.25
11. H 0.25
12. H 0.24


Q | The following is a DFT calculation (wB97M-V/def2-TZVPD) of a 2-piece molecular cluster, C2H8N2 overall.

Atoms and positions in Å:
C -1.057 1.740 0.326
N -2.184 2.155 0.857
C -2.173 3.530 1.679
H -1.146 1.587 -0.687
H -0.049 1.258 0.599
H -1.536 3.664 2.566
H -3.143 3.897 1.935
H -1.822 4.427 1.082
N 3.238 -5.587 -2.091
H 2.720 -5.219 -2.812
H 3.366 -6.483 -1.826
H 3.784 -4.969 -1.626

Properties
orbital gap	8.73	eV
SMILES string	C=NC.N
net charge	0
LUMO level	0.2	eV

Mulliken charges in e:
1. C -0.24
2. N -0.36
3. C -0.69
4. H 0.25
5. H 0.22
6. H 0.29
7. H 0.29
8. H 0.24
9. N -0.49
10. H 0.17
11. H 0.16
12. H 0.16


R | The following is a DFT calculation (wB97M-V/def2-TZVPD) of a single C2H8N2 molecule.

Atoms and positions in Å:
C 1.447 -0.154 0.098
N 0.347 0.050 -0.819
C -0.909 0.486 -0.225
N -1.466 -0.417 0.793
H 2.295 -0.600 -0.415
H 1.140 -0.810 0.913
H 1.814 0.774 0.571
H 0.625 0.694 -1.546
H -0.818 1.499 0.201
H -1.646 0.567 -1.013
H -0.732 -1.032 1.125
H -2.095 -1.058 0.316

Properties
orbital gap	9.98	eV
SMILES string	CNCN
net charge	0
LUMO level	1.2	eV

Mulliken charges in e:
1. C -0.80
2. N -0.40
3. C -0.40
4. N -0.57
5. H 0.29
6. H 0.26
7. H 0.28
8. H 0.23
9. H 0.30
10. H 0.33
11. H 0.23
12. H 0.26


Which of them is most stable? Easy: R.


P | The following is a DFT calculation (wB97M-V/def2-TZVPD) of a 2-piece molecular cluster, C2H8N2 overall.

Atoms and positions in Å:
H 1.319 2.189 2.925
N 0.326 2.381 2.844
C -0.214 1.382 2.275
N -1.409 1.395 1.608
H 0.364 0.492 2.002
H -1.545 0.814 0.807
H -1.870 2.272 1.708
C 0.570 -2.144 -2.891
H 0.359 -1.194 -2.411
H 1.223 -1.892 -3.718
H 1.072 -2.783 -2.144
H -0.195 -2.912 -3.006

Properties
orbital gap	9.96	eV
SMILES string	[H]/N=C/N.C
net charge	0
LUMO level	0.7	eV

Mulliken charges in e:
1. H 0.24
2. N -0.67
3. C 0.14
4. N -0.44
5. H 0.27
6. H 0.22
7. H 0.24
8. C -0.95
9. H 0.21
10. H 0.23
11. H 0.25
12. H 0.26


Q | The following is a DFT calculation (wB97M-V/def2-TZVPD) of C2H8N2 as an isolated structure.

Atoms and positions in Å:
C -2.012 0.561 0.012
C 2.345 -0.045 0.284
N -1.214 1.516 0.120
N 2.102 0.976 -0.390
H -3.042 0.529 0.386
H -0.825 -3.145 -0.873
H -1.666 -0.330 -0.498
H 1.655 -0.556 0.971
H -0.267 -2.721 -0.529
H 3.336 -0.478 0.207
H -1.569 2.340 0.604
H 1.156 1.355 -0.294

Properties
orbital gap	10.58	eV
net charge	0
LUMO level	1.1	eV

Mulliken charges in e:
1. C -0.25
2. C -0.27
3. N -0.40
4. N -0.58
5. H 0.24
6. H 0.19
7. H 0.20
8. H 0.23
9. H -0.19
10. H 0.26
11. H 0.20
12. H 0.36


Which of them is most stable? Easy: P.


P | The following is a DFT calculation (wB97M-V/def2-TZVPD) of a single C4H6O2 molecule.

Atoms and positions in Å:
C -1.201 -0.463 0.644
C -0.125 -0.966 -0.396
C 0.978 -0.345 -0.810
C 1.321 1.023 -0.222
O 2.403 1.338 0.189
O 0.226 1.722 0.388
H -0.945 0.705 0.927
H -1.229 -1.200 1.593
H -2.257 -0.543 0.320
H -0.169 -2.119 -0.651
H 1.492 -0.838 -1.634
H -0.494 1.688 -0.349

Properties
orbital gap	10.83	eV
SMILES string	C/C=C\C(=O)O
net charge	0
LUMO level	0.5	eV

Mulliken charges in e:
1. C -0.91
2. C 0.05
3. C -0.39
4. C 0.46
5. O -0.48
6. O -0.60
7. H 0.35
8. H 0.25
9. H 0.30
10. H 0.24
11. H 0.36
12. H 0.39


Q | The following is a DFT calculation (wB97M-V/def2-TZVPD) of C4H6O2 as an isolated structure.

Atoms and positions in Å:
C 1.449 -0.275 0.074
C -0.043 -0.246 0.310
C -0.852 1.038 0.267
O -1.766 0.445 -0.678
C -0.984 -0.729 -0.756
O -1.123 -1.692 -1.446
H 2.000 0.274 0.841
H 1.790 -1.309 0.075
H 1.714 0.153 -0.900
H -0.495 -0.891 1.133
H -0.331 1.895 -0.163
H -1.350 1.343 1.189

Properties
orbital gap	11.27	eV
net charge	0
LUMO level	0.8	eV

Mulliken charges in e:
1. C -1.33
2. C 0.44
3. C -0.41
4. O -0.34
5. C 0.39
6. O -0.55
7. H 0.35
8. H 0.35
9. H 0.33
10. H 0.26
11. H 0.26
12. H 0.26


Which of them is most stable? Easy: Q.


P | The following is a DFT calculation (wB97M-V/def2-TZVPD) of a single C4H6O2 molecule.

Atoms and positions in Å:
O -0.586 1.972 0.048
C 0.009 0.736 0.296
C -0.910 -0.475 0.532
C 0.189 -1.293 -0.160
O 0.111 -0.967 -1.534
C 0.851 -0.087 -0.674
H 0.073 2.556 -0.348
H 0.730 0.765 1.132
H -1.164 -0.686 1.571
H -1.811 -0.452 -0.089
H 0.632 -2.226 0.165
H 1.876 0.158 -0.940

Properties
orbital gap	10.69	eV
SMILES string	O[C@H]1C[C@H]2O[C@@H]12
net charge	0
LUMO level	0.8	eV

Mulliken charges in e:
1. O -0.54
2. C 0.21
3. C -0.76
4. C -0.06
5. O -0.44
6. C -0.33
7. H 0.32
8. H 0.23
9. H 0.29
10. H 0.26
11. H 0.41
12. H 0.40


Q | The following is a DFT calculation (wB97M-V/def2-TZVPD) of a single C4H6O2 molecule.

Atoms and positions in Å:
C -0.308 -0.453 -1.425
C 0.647 -0.077 -0.577
O 1.800 0.543 -0.956
C 0.561 -0.189 0.908
C -0.554 0.485 1.589
O -0.534 -0.923 1.419
H -1.151 -1.043 -1.091
H -0.256 -0.156 -2.469
H 1.869 0.436 -1.914
H 1.507 -0.312 1.437
H -1.278 1.013 0.968
H -0.442 0.841 2.612

Properties
orbital gap	9.91	eV
SMILES string	C=C(O)[C@H]1CO1
net charge	0
LUMO level	0.9	eV

Mulliken charges in e:
1. C -0.99
2. C 0.44
3. O -0.49
4. C 0.11
5. C -0.42
6. O -0.43
7. H 0.30
8. H 0.25
9. H 0.32
10. H 0.38
11. H 0.27
12. H 0.26


Which of them is most stable? Easy: Q.